Entry 1:
{
  "formula": "C14H12N2O4SeV",
  "method": "ωB97M-V/def2-TZVPD",
  "elements": ["C", "C", "H", "O", "C", "O", "C", "H", "H", "C", "O", "H", "V", "C", "N", "H", "H", "H", "H", "O", "C", "Se", "C", "H", "C", "H", "C", "C", "C", "C", "C", "H", "N", "H"],
  "coordinates": [[-2.8102, -0.1803, -1.9740], [-0.2057, 2.4684, -3.1419], [-2.6225, 0.3574, -5.0781], [0.5852, -1.0028, -2.3384], [0.3463, -2.7863, 3.5790], [-3.5371, 3.4490, -1.7927], [-2.8864, 2.6295, -2.2373], [3.4636, 0.6517, 2.0993], [2.3030, 1.9715, 1.6825], [0.3437, -0.1363, 1.1142], [0.6871, 3.2335, -3.0674], [-4.0316, 2.1667, -4.0718], [-1.5534, 1.1481, -2.5710], [1.4544, -3.2640, 4.3315], [-0.3687, -1.0499, 1.8471], [3.5397, -3.0940, 4.7361], [-2.7173, 3.3926, -4.4340], [-0.6306, -3.2451, 3.6259], [3.9583, -1.1860, 3.0292], [-3.3742, -0.9142, -1.2848], [0.5048, -1.6795, 2.7946], [-0.2980, 1.0970, -0.3439], [2.9465, -1.5788, 3.3120], [2.8965, 0.9293, 0.4131], [-2.9340, 2.3075, -4.2395], [1.3565, -4.0892, 5.0440], [2.5863, 0.9067, 1.4733], [1.7643, -1.1381, 2.6732], [2.7288, -2.6807, 4.1854], [-0.2458, -0.2859, -2.7560], [-2.1810, 1.3390, -4.7934], [-1.3734, -1.1994, 1.9037], [1.5978, -0.1309, 1.6960], [-1.2930, 1.5934, -5.4161]],
  "lumo_ev": [-7.9, -9.7],
  "relative_energy_kj_mol": 0.0,
  "s_squared": 3.79,
  "homo_energy_ev": [-14.5, -14.5],
  "total_charge": 2,
  "multiplicity": 4
}

***

Entry 2:
{
  "formula": "C14H12N4O5",
  "method": "ωB97M-V/def2-TZVPD",
  "elements": ["C", "C", "H", "O", "C", "C", "H", "N", "O", "O", "H", "H", "C", "H", "H", "C", "C", "C", "H", "N", "H", "O", "C", "H", "C", "O", "H", "C", "C", "H", "H", "C", "N", "C", "N"],
  "coordinates": [[0.2505, -0.1540, -1.6235], [-1.0170, 0.0744, 4.1644], [3.8907, 2.3747, -1.8963], [-2.5243, 1.6626, 5.2033], [-0.6054, -0.3252, 1.8666], [0.1344, -0.3891, -3.0244], [-1.0195, -3.1584, 3.5131], [-1.8272, -1.9888, -2.8259], [-0.6745, -2.6594, 1.1971], [1.1450, -0.1007, -5.1809], [-0.3492, 1.7654, 5.2977], [2.6305, 3.5618, -1.6647], [-0.8961, -1.4002, -3.5807], [0.5174, -0.8601, -5.2996], [-2.4824, -2.5015, -3.3091], [1.1460, 0.1292, -3.8017], [1.9743, 1.1098, -3.3176], [-0.8519, -1.6758, 2.1380], [2.6682, 1.6008, -4.0047], [-1.1004, -1.2143, 4.4536], [-1.9938, -1.7086, -1.8154], [-0.9463, -1.8590, -4.6386], [2.0024, 1.4538, -1.9243], [2.8382, 2.4264, -0.3070], [-1.0332, -2.0455, 3.4265], [0.8898, 0.8881, 0.2640], [-2.6681, 2.2909, 4.4422], [1.0503, 0.8598, -1.0828], [-1.2316, 1.0266, 5.3241], [-1.0824, 0.4900, 6.3026], [-0.3610, -2.2384, 0.3648], [-0.0898, 0.0422, 0.5144], [-0.7498, 0.5753, 2.8527], [2.8852, 2.5233, -1.4356], [-0.5191, -0.5762, -0.5922]],
  "lumo_ev": -0.9,
  "relative_energy_kj_mol": 14.5,
  "homo_energy_ev": -9.2
}

***

Entry 3:
{
  "formula": "C14H12N6O2S",
  "method": "ωB97M-V/def2-TZVPD",
  "elements": ["H", "H", "H", "H", "C", "N", "N", "H", "H", "H", "S", "C", "C", "C", "O", "C", "C", "C", "C", "C", "H", "C", "H", "N", "H", "N", "O", "H", "N", "C", "N", "C", "C", "H", "C"],
  "coordinates": [[0.7261, 4.7713, 2.7611], [-3.4195, -1.5446, -4.0363], [4.6924, -1.4842, 1.1930], [-0.3463, -4.5742, -3.8608], [-2.4752, -1.9100, -3.6416], [1.9714, 1.0916, 1.9789], [3.1114, 0.3394, 1.8487], [0.8190, -3.2884, -2.0870], [-0.3861, 2.1947, 0.8895], [-0.5224, 0.8243, -0.1881], [-0.9226, 1.6650, 3.6523], [0.0545, 3.9713, 3.0471], [-1.8417, -1.1820, -2.6535], [-1.3275, 4.2017, 3.4145], [2.6635, 2.6330, 3.4748], [-1.9624, -3.1591, -4.0547], [-0.6473, -1.6715, -2.1064], [1.5584, -0.4063, 0.3743], [-2.0081, 3.0820, 3.7322], [-0.7712, -3.6453, -3.5159], [3.5107, -2.3286, 0.1621], [-0.1246, -2.9130, -2.4915], [-3.0526, 3.0352, 4.0166], [-0.1513, 1.2491, 0.6477], [-1.7887, 5.1818, 3.3580], [-0.0396, -0.8111, -1.2036], [-2.6305, -3.9056, -5.0095], [-2.2095, -0.2119, -2.3188], [3.8211, -1.4762, 0.6594], [1.7405, 2.1522, 2.8635], [1.0410, -1.2021, -0.6493], [0.4192, 2.6669, 3.1471], [2.8438, -0.5817, 0.9879], [-3.3927, -3.4463, -5.3988], [1.0468, 0.6827, 1.0068]],
  "lumo_ev": -0.3,
  "relative_energy_kj_mol": 46.1,
  "homo_energy_ev": -7.9
}

***

Entry 4:
{
  "formula": "C14H12O2PPdS4",
  "method": "ωB97M-V/def2-TZVPD",
  "elements": ["C", "C", "C", "C", "H", "S", "S", "S", "O", "C", "Pd", "O", "C", "H", "C", "H", "H", "C", "H", "H", "H", "H", "H", "P", "H", "H", "C", "C", "C", "S", "C", "C", "H", "C"],
  "coordinates": [[9.8456, 9.2819, 11.1940], [7.6957, 10.3748, 11.5800], [5.6668, 6.9665, 5.8510], [6.8750, 7.1314, 5.1548], [6.8176, 7.1590, 4.1144], [10.0325, 4.6656, 13.0644], [9.9169, 4.1218, 9.7339], [11.1592, 4.0745, 11.2446], [3.5900, 5.2012, 9.6764], [7.7946, 8.2336, 10.4363], [7.6831, 4.5835, 10.2568], [5.6233, 4.3241, 10.1564], [7.0120, 9.2734, 10.9540], [4.7096, 6.8542, 7.6832], [9.0921, 10.3812, 11.6108], [4.6652, 7.5129, 10.1374], [5.9714, 9.2236, 10.8810], [8.0345, 6.8634, 7.2253], [5.5449, 6.7719, 11.5095], [8.9851, 6.9691, 7.7576], [4.7429, 7.0382, 5.2951], [10.9298, 9.2859, 11.4138], [9.5871, 11.2700, 11.9661], [7.0029, 6.8084, 9.6872], [9.7864, 7.4583, 10.0607], [7.1206, 11.1371, 12.0254], [6.8405, 6.8239, 7.9219], [8.0927, 6.9785, 5.8399], [9.1879, 8.2602, 10.5111], [8.1487, 4.9323, 12.6728], [5.3606, 6.6830, 10.4120], [5.6766, 6.9120, 7.2053], [9.0354, 7.0175, 5.3282], [4.7441, 5.3419, 10.0248]],
  "lumo_ev": [-4.6, -7.2],
  "relative_energy_kj_mol": 0.0,
  "s_squared": 6.02,
  "homo_energy_ev": [-11.5, -12.6],
  "total_charge": 1,
  "multiplicity": 5
}